Here is a cluster of 2 separate species, C29H48BrCl2N2O4 in total at a distorted geometry from the OMol25 dataset. Energies are from wB97M-V/def2-TZVPD.

```
! RIJCOSX wB97M-V def2-TZVPD def2/J DEFGRID3
* xyz 1 1
H 1.122 1.869 -0.321
H -3.674 -0.479 1.178
H -2.727 -5.542 -1.212
O 1.987 -4.234 0.379
H 6.930 1.932 2.217
N -3.032 -0.155 2.965
C -2.421 0.483 -2.812
H -1.105 5.391 -0.358
O -0.173 4.378 -1.917
H 4.116 -0.439 3.678
H 2.606 1.724 4.419
H -3.967 0.160 3.182
H -0.454 1.959 -1.137
H -0.758 4.665 -2.642
C -3.054 -5.671 -2.244
H 3.663 0.057 1.992
H -2.913 -3.623 -2.861
H -0.112 0.047 -5.431
H 1.943 -0.926 1.213
O -2.690 1.153 -0.423
H -2.279 0.170 3.553
C -1.005 0.378 -4.853
H -3.887 2.385 -5.487
H -0.528 -0.727 -2.934
H 5.357 1.541 4.062
C 6.061 1.253 2.011
C -3.157 1.748 -4.929
C 2.388 0.969 3.610
H 0.890 3.997 0.380
C -1.941 1.250 -5.571
C -2.730 2.141 1.657
H 2.480 -4.714 -0.305
H -4.144 -5.639 -2.263
H 1.882 0.088 4.086
Cl -0.722 -4.450 -3.002
C -0.538 0.892 0.861
C 0.699 -3.813 -0.144
Br -3.424 -3.032 1.359
C 5.652 1.482 0.500
H -1.560 -1.833 2.517
H 0.821 -3.216 -1.081
H -2.237 2.316 2.637
Cl -2.575 -7.302 -2.774
C -2.144 0.864 0.868
H 5.279 2.534 0.327
N -2.737 -0.320 1.603
H 1.320 2.680 2.775
H 0.747 -2.674 1.826
C -2.854 0.143 -1.332
H -0.530 3.642 1.411
C -2.010 -1.628 1.506
H 0.124 -4.770 -0.299
C 0.024 2.016 -0.115
C 0.114 0.874 2.298
H -3.844 2.028 1.818
H -0.509 1.286 3.134
C 2.331 -0.689 -0.919
H 2.142 1.567 1.515
H 2.966 -1.577 -1.149
O -3.367 -0.939 -1.188
H 0.315 -0.206 2.573
H 4.884 0.730 0.158
C 4.898 1.532 3.031
C 0.036 -2.984 1.023
H -0.232 -0.246 -0.970
C -1.225 -0.039 -3.458
C -2.495 -4.592 -3.143
C -3.364 1.359 -3.527
H -0.685 -3.701 1.522
H 6.446 0.199 2.100
H -1.269 -2.186 -0.502
H -4.295 1.755 -3.048
H 2.363 0.253 -1.531
H -2.737 -4.775 -4.189
H -1.782 1.545 -6.639
C -0.954 4.333 -0.704
C 3.775 0.428 3.046
H 6.531 1.334 -0.192
C 1.513 1.623 2.435
C -0.029 -0.467 0.119
C -0.130 3.509 0.373
H -2.649 3.062 1.016
C -0.862 -1.777 0.469
H 4.523 2.575 2.846
C 1.511 -0.708 0.197
H -1.923 3.771 -0.841
*
```

* HOMO-LUMO gap: 0.302 Ha
* molar mass: 639.52 g/mol
* HOMO energy: -0.407 hartree